CH3NOS | ωB97M-V with the def2-TZVPD basis set

Output
E = -567.89957 hartree
HOMO energy = -8.571 eV
strongest force on any atom = 16.47 eV/A

ORCA input file:
```
! RIJCOSX wB97M-V def2-TZVPD def2/J DEFGRID3
* xyz 0 1
C 0.342 -0.570 0.326
H -0.720 1.747 -0.032
H 0.096 0.325 2.256
H 0.404 -1.565 1.119
N 0.377 0.425 0.961
O -0.139 1.728 0.881
S -0.210 -0.868 -1.192
*
```